No. 1
{
  "formula": "H3N3O2",
  "method": "ωB97M-V/def2-TZVPD",
  "symbols": ["N", "N", "N", "O", "O", "H", "H", "H"],
  "positions_angstrom": [[1.336526, 0.278399, 0.015593], [1.397387, -1.004598, -0.020555], [-1.726802, -0.060257, -0.095588], [-1.302066, 1.079141, 0.058740], [-2.855344, -0.464029, 0.015167], [0.460259, 0.833667, 0.002963], [2.225755, 0.755903, 0.116267], [0.464287, -1.418229, -0.092587]],
  "forces_ev_per_a": [[-0.2, 0.6, 0.5], [0.3, -0.4, -0.3], [-0.3, -0.4, -0.1], [-0.6, -0.3, -0.1], [0.9, 0.7, 0.0], [0.4, -0.5, 0.0], [-0.2, -0.1, -0.2], [-0.2, 0.4, 0.1]],
  "nbo_charge": [-0.470, -0.343, 0.402, -0.396, -0.301, 0.405, 0.378, 0.325],
  "relative_energy_kcal_mol": 44.1,
  "energy_ev": -8607.958,
  "largest_force_ha_per_bohr": 0.0217,
  "lumo_energy_ev": [0.178, -2.863],
  "charge": 0,
  "orbital_gap_ev": [10.249, 4.287]
}

***

No. 2
{
  "formula": "C18H22ClF2N3O4",
  "method": "ωB97M-V/def2-TZVPD",
  "symbols": ["C", "N", "C", "C", "C", "C", "N", "C", "O", "C", "C", "C", "N", "C", "Cl", "C", "C", "C", "O", "C", "O", "C", "C", "O", "C", "C", "F", "F", "H", "H", "H", "H", "H", "H", "H", "H", "H", "H", "H", "H", "H", "H", "H", "H", "H", "H", "H", "H", "H", "H"],
  "positions_angstrom": [[-2.744405, -0.092819, 1.553071], [-1.630794, -0.971791, 1.886293], [-0.452505, -0.285061, 2.402131], [0.405556, 0.316617, 1.295786], [1.560153, 1.156767, 1.862656], [1.512872, 2.614604, 1.415857], [1.571549, 2.761765, -0.029330], [0.475128, 3.044673, -0.775410], [-0.644103, 3.192575, -0.325139], [0.747349, 3.172212, -2.235412], [1.877738, 3.424746, -2.934246], [1.472914, 3.467165, -4.312042], [2.178591, 3.687991, -5.428254], [1.482915, 3.653604, -6.535350], [2.355342, 3.934297, -8.014848], [0.102004, 3.412299, -6.632063], [-0.625405, 3.186581, -5.481722], [0.103333, 3.221972, -4.306942], [-0.344751, 3.036517, -3.042285], [-1.850983, -2.307438, 1.830191], [-2.949619, -2.765660, 1.548034], [-0.713294, -3.300715, 2.171318], [-0.703350, -3.495834, 3.692196], [0.529326, -2.774537, 1.710724], [-1.023960, -4.610488, 1.435223], [-0.196400, -5.785032, 1.874796], [-0.423559, -6.845320, 1.053587], [1.157131, -5.502515, 1.776594], [-3.447735, -0.621549, 0.919288], [-3.263342, 0.229626, 2.460292], [-2.372832, 0.789259, 1.032673], [-0.808927, 0.511843, 3.065769], [0.150644, -0.959067, 2.998314], [0.780159, -0.501798, 0.681279], [-0.223652, 0.938063, 0.657483], [1.540226, 1.144376, 2.957186], [2.522952, 0.724200, 1.578568], [0.578990, 3.076700, 1.733537], [2.334615, 3.180286, 1.859329], [2.418844, 2.506090, -0.507608], [2.865698, 3.599806, -2.543123], [-0.368274, 3.407378, -7.603582], [-1.689282, 2.995768, -5.498716], [-1.636832, -3.956351, 4.018823], [0.131419, -4.129715, 3.994191], [-0.597543, -2.540953, 4.204612], [1.162955, -3.501377, 1.692337], [-2.071954, -4.865670, 1.578734], [-0.863916, -4.460097, 0.365730], [-0.370997, -6.114016, 2.899448]],
  "forces_ev_per_a": [[0.0, 0.0, 0.0], [0.0, 0.0, 0.0], [0.0, 0.0, -0.1], [0.0, 0.0, 0.0], [0.0, 0.0, 0.0], [0.0, 0.0, 0.0], [0.0, 0.0, 0.0], [0.0, -0.1, 0.0], [0.0, 0.0, 0.0], [0.0, 0.0, 0.0], [0.0, 0.1, 0.0], [0.0, 0.0, 0.0], [0.0, 0.0, 0.0], [0.0, 0.0, 0.0], [0.0, 0.0, 0.0], [0.0, 0.0, 0.0], [0.0, 0.0, 0.0], [0.0, 0.0, 0.0], [0.0, 0.1, 0.0], [0.0, 0.0, 0.0], [0.0, 0.0, 0.0], [0.0, 0.0, 0.0], [0.0, 0.0, 0.0], [0.0, 0.0, 0.0], [0.0, 0.0, 0.0], [0.0, 0.0, 0.0], [0.0, 0.0, 0.0], [0.0, 0.0, 0.0], [0.0, 0.0, 0.0], [0.0, 0.0, 0.0], [0.0, 0.0, 0.0], [0.0, 0.0, 0.0], [0.0, 0.0, 0.0], [0.0, 0.0, 0.0], [0.0, 0.0, 0.0], [0.0, 0.0, 0.0], [0.0, 0.0, 0.0], [0.0, 0.0, 0.0], [0.0, 0.0, 0.0], [0.0, 0.0, 0.0], [0.0, 0.0, 0.0], [0.0, 0.0, 0.0], [0.0, 0.0, 0.0], [0.0, 0.0, 0.0], [0.0, 0.0, 0.0], [0.0, 0.0, 0.0], [0.0, 0.0, 0.0], [0.0, 0.0, 0.0], [0.0, 0.0, 0.0], [0.0, 0.0, 0.0]],
  "nbo_charge": [-0.416, -0.429, -0.203, -0.420, -0.409, -0.221, -0.604, 0.632, -0.599, 0.211, -0.276, 0.105, -0.402, 0.188, 0.004, -0.266, -0.184, 0.236, -0.377, 0.677, -0.645, 0.179, -0.638, -0.737, -0.502, 0.571, -0.339, -0.375, 0.241, 0.192, 0.210, 0.189, 0.220, 0.226, 0.215, 0.207, 0.203, 0.229, 0.200, 0.397, 0.238, 0.239, 0.240, 0.226, 0.213, 0.220, 0.491, 0.269, 0.240, 0.137],
  "smiles": "CN(CCCCNC(=O)c1cc2nc(Cl)ccc2o1)C(=O)[C@](C)(O)CC(F)F",
  "relative_energy_kcal_mol": 6.6,
  "energy_ev": -49641.759,
  "largest_force_ha_per_bohr": 0.0017,
  "lumo_energy_ev": -0.116,
  "charge": 0,
  "orbital_gap_ev": 9.099
}